(1)
A molecular structure, C21H21F7O25PPd at a distorted geometry. Source: the OMol25 dataset; level of theory: wB97M-V/def2-TZVPD.

Results
HOMO (alpha / beta), Eh: -0.3081 / -0.3130
M, u: 943.75
Orbital gap (alpha / beta), eV: 8.4 / 8.1
DFT total energy, eV: -105097.1453
Multiplicity: 3
Net charge: -1

CARTESIAN COORDINATES (ANGSTROEM)
Pd1 -2.526 -0.017 -1.614
P1 -0.402 -0.431 -0.580
O1 0.972 -0.737 0.035
O2 -1.054 1.013 -0.610
O3 -1.693 -1.199 -0.153
O4 -0.611 -0.781 -2.030
C1 1.038 -1.441 -4.515
C2 0.388 -0.226 -5.257
O5 -0.424 -0.880 -6.190
C3 0.104 -2.088 -6.441
O6 -0.342 -2.869 -7.320
O7 1.124 -2.292 -5.669
F1 1.312 0.557 -5.840
H1 0.254 -1.749 -3.824
H2 1.989 -1.061 -4.141
H3 -0.263 0.421 -4.669
C4 1.719 1.633 2.060
C5 3.025 1.456 1.233
O8 3.734 0.678 2.120
C6 3.445 1.148 3.390
O9 4.002 0.782 4.400
O10 2.194 1.674 3.393
F2 3.639 2.538 1.014
H4 1.116 0.752 1.840
H5 1.229 2.575 1.814
H6 2.840 0.904 0.311
C7 -2.121 4.413 -0.503
C8 -1.612 4.010 0.919
O11 -2.753 4.291 1.668
C9 -3.927 4.348 0.849
O12 -5.110 4.391 1.105
O13 -3.501 4.477 -0.363
F3 -0.642 4.766 1.380
H7 -1.868 3.557 -1.128
H8 -1.781 5.369 -0.901
H9 -1.325 2.959 0.954
C10 2.007 1.780 -2.332
C11 1.647 2.944 -1.438
O14 0.847 3.726 -2.200
C12 1.052 3.376 -3.555
O15 0.593 4.068 -4.493
O16 1.933 2.337 -3.606
F4 2.796 3.542 -1.090
H10 1.181 1.094 -2.144
H11 2.940 1.254 -2.131
H12 1.193 2.490 -0.557
C13 -3.029 -1.500 2.604
C14 -2.672 0.060 2.728
O17 -2.791 0.277 4.091
C15 -3.099 -0.941 4.806
O18 -3.152 -1.123 6.069
O19 -3.329 -1.917 3.959
F5 -3.611 0.805 2.123
H13 -2.186 -2.068 2.210
H14 -3.915 -1.654 1.988
H15 -1.727 0.279 2.230
C16 0.565 -3.662 -0.836
C17 -0.532 -3.807 -1.762
O20 -1.160 -5.028 -1.396
C18 -0.255 -5.757 -0.861
O21 -0.338 -6.971 -0.715
O22 0.717 -4.951 -0.377
F6 -0.028 -3.810 -2.945
H16 0.051 -3.117 -0.045
H17 1.462 -3.276 -1.319
H18 -1.129 -2.908 -1.614
C19 1.864 -2.006 2.924
C20 0.347 -2.111 3.104
O23 0.150 -1.636 4.440
C21 1.346 -1.355 5.009
O24 1.446 -0.693 6.029
O25 2.382 -1.705 4.207
F7 -0.154 -3.291 3.020
H19 2.207 -1.296 2.171
H20 2.319 -2.942 2.599
H21 -0.109 -1.447 2.369

Atomic forces in eV per Å
-1.2 0.1 -0.7
1.8 0.1 2.2
-2.7 1.1 -0.8
1.4 1.5 1.1
-0.8 -1.6 3.1
1.5 -0.6 -4.7
-1.4 2.7 -1.6
-0.7 -0.5 1.6
-0.4 0.7 -0.5
-2.5 -2.8 -4.3
1.8 2.9 3.3
1.8 -1.6 1.5
0.5 0.2 -0.8
0.8 -0.5 0.3
0.1 -1.0 0.1
0.1 -0.1 0.2
0.4 0.7 -1.3
-3.8 -3.5 0.7
1.5 0.1 1.0
-0.5 -3.2 2.6
-0.2 1.6 -2.2
0.6 0.3 -0.3
2.4 4.2 -0.7
-0.3 0.1 0.3
-0.2 -0.1 0.1
0.1 -0.2 0.0
1.5 -1.0 0.1
-2.1 0.2 -1.7
-2.7 -0.7 1.0
-0.6 0.7 1.6
2.6 -0.4 0.9
-0.6 0.0 -2.4
1.6 1.0 0.5
0.0 0.4 -0.5
0.4 -0.2 0.2
0.0 -0.1 0.2
-1.0 -0.8 1.1
1.1 -2.8 0.7
-0.7 0.3 -1.8
-0.5 3.2 -2.4
1.8 -3.4 3.9
-1.2 1.1 -1.6
0.7 1.7 0.3
0.0 -0.5 -0.6
0.1 0.5 -0.2
-0.6 0.9 0.2
0.2 1.1 0.1
-0.9 -3.0 0.2
0.5 -1.4 2.0
0.2 0.2 5.0
0.3 1.9 -6.3
0.3 0.2 -1.2
-0.8 0.7 -0.7
-0.3 0.0 0.2
0.1 0.1 0.0
0.2 0.3 0.6
-0.5 0.4 1.8
-2.1 2.0 1.9
-2.1 2.3 -2.6
1.5 -4.1 2.4
0.6 2.6 -0.2
1.8 -3.0 0.8
0.5 -1.0 -4.6
1.3 0.7 0.5
-0.1 0.3 0.6
-1.1 -0.7 -0.5
0.7 -1.2 -0.5
1.8 3.4 0.5
0.0 -0.2 -0.9
0.6 2.9 2.1
-0.1 -2.2 -2.0
-0.7 0.1 0.5
-1.1 -3.1 -0.4
-0.4 0.4 0.3
-0.3 -0.3 0.1
-0.5 0.1 0.2

How positive or negative is each atom? The Mulliken charges in e answer that: Pd 0.136; P 2.391; O -0.707; O -0.860; O -1.003; O -0.597; C 0.081; C 0.624; O -0.376; C 0.578; O -0.622; O -0.363; F -0.339; H -0.119; H 0.387; H 0.107; C 0.665; C 0.565; O -0.403; C 0.477; O -0.530; O -0.401; F -0.351; H -0.355; H 0.197; H 0.144; C -0.192; C 1.288; O -0.443; C 0.642; O -0.548; O -0.362; F -0.328; H 0.019; H 0.314; H -0.371; C 0.247; C 1.300; O -0.313; C 0.459; O -0.579; O -0.351; F -0.349; H -0.613; H 0.418; H -0.439; C -0.132; C 1.315; O -0.387; C 0.603; O -0.597; O -0.355; F -0.316; H -0.063; H 0.387; H -0.508; C 0.514; C 0.966; O -0.383; C 0.544; O -0.612; O -0.388; F -0.344; H -0.457; H 0.223; H 0.050; C 0.096; C 1.345; O -0.345; C 0.567; O -0.548; O -0.382; F -0.360; H -0.247; H 0.371; H -0.680


(2)
A gas-phase ion, C10H18NO (charge +1) at a distorted geometry. Source: the OMol25 dataset; level of theory: wB97M-V/def2-TZVPD.

Results
HOMO, Eh: -0.4112
M, u: 168.26
Orbital gap, eV: 6.7
DFT total energy, eV: -14187.7946
Multiplicity: 1
Net charge: +1

CARTESIAN COORDINATES (ANGSTROEM)
C1 -0.016 1.646 0.617
C2 -0.584 0.831 -0.310
C3 1.339 2.260 0.312
C4 2.215 1.351 -0.499
C5 -0.956 -1.892 0.189
C6 2.407 -0.055 0.262
C7 0.448 -1.621 0.821
C8 -2.082 -0.921 0.691
C9 1.599 -1.197 -0.097
C10 -2.675 0.478 -1.312
N1 -1.967 0.384 -0.012
O1 1.689 -1.822 -1.252
H1 -0.595 1.901 1.501
H2 1.223 3.083 -0.401
H3 1.834 2.479 1.281
H4 1.718 1.055 -1.491
H5 3.135 1.643 -0.712
H6 -1.006 -1.980 -0.839
H7 -1.217 -2.985 0.536
H8 3.512 -0.312 0.068
H9 2.332 0.213 1.352
H10 0.489 -0.837 1.603
H11 0.745 -2.523 1.472
H12 -2.978 -1.420 0.458
H13 -2.065 -0.887 1.793
H14 -3.728 0.250 -1.198
H15 -2.456 1.582 -1.577
H16 -2.352 -0.198 -2.190
H17 -2.494 1.095 0.709
H18 2.486 -1.598 -1.773

Atomic forces in eV per Å
-1.2 -1.0 -1.9
2.0 0.3 0.9
-0.1 -0.5 0.4
-4.7 -4.1 -0.8
-0.4 -1.8 3.7
2.9 0.7 0.9
1.1 -0.6 0.8
2.5 -1.6 -0.2
-2.7 0.0 -1.0
0.0 1.2 -1.8
-1.7 1.6 2.6
0.4 0.4 1.6
0.2 0.6 0.3
-0.1 0.7 0.9
-0.1 0.6 -0.8
0.5 0.7 1.3
4.0 1.9 -0.7
0.5 0.2 -2.2
0.1 2.2 -0.5
-1.4 0.1 0.2
-0.1 -0.7 -1.0
-0.7 -0.3 -0.7
0.0 0.8 -1.4
-1.5 -0.2 -0.6
0.3 0.8 -0.5
-0.3 0.4 0.3
-0.8 -2.0 -0.1
0.3 1.0 1.9
1.3 -1.6 -2.2
-0.3 0.3 0.2

How positive or negative is each atom? The Mulliken charges in e answer that: C -0.357; C -0.660; C -0.700; C -0.684; C -0.859; C -0.901; C -0.845; C -0.787; C 0.767; C -0.820; N 0.256; O -0.413; H 0.315; H 0.297; H 0.374; H 0.308; H 0.575; H 0.464; H 0.384; H 0.425; H 0.305; H 0.298; H 0.559; H 0.425; H 0.368; H 0.409; H 0.338; H 0.275; H 0.446; H 0.436


(3)
A gas-phase ion, C38H44N3O2 (charge +1) at a distorted geometry. Source: the OMol25 dataset; level of theory: wB97M-V/def2-TZVPD.

Results
HOMO, Eh: -0.3781
M, u: 574.79
Orbital gap, eV: 8.4
DFT total energy, eV: -48678.4737
SMILES: c1ccc(C(c2ccccc2)[C@@H]2CCC[N@H+]2C(c2ccc(N3CCOCC3)cc2)c2ccc(N3CCOCC3)cc2)cc1
Multiplicity: 1
Net charge: +1

CARTESIAN COORDINATES (ANGSTROEM)
C1 -4.338 9.713 -3.174
C2 -3.085 10.307 -2.989
C3 -2.053 9.595 -2.356
C4 -2.262 8.282 -1.890
C5 -1.074 7.454 -1.293
C6 -0.102 7.122 -2.409
C7 1.247 7.485 -2.346
C8 2.102 7.139 -3.398
C9 1.602 6.470 -4.520
C10 0.237 6.172 -4.608
C11 -0.616 6.513 -3.553
C12 -1.530 6.232 -0.486
C13 -2.334 6.815 0.703
C14 -1.717 6.289 2.011
C15 -0.310 5.901 1.641
N1 -0.370 5.390 0.209
C16 -0.357 3.900 0.132
C17 0.956 3.314 0.786
C18 0.975 2.912 2.131
C19 2.115 2.354 2.734
C20 3.281 2.101 1.975
N2 4.450 1.553 2.548
C21 4.636 1.603 4.000
C22 6.105 1.397 4.341
O1 6.603 0.178 3.786
C23 6.503 0.153 2.362
C24 5.087 0.429 1.861
C25 3.254 2.469 0.602
C26 2.132 3.091 0.038
C27 -1.630 3.215 0.599
C28 -2.901 3.796 0.617
C29 -4.036 3.090 1.009
C30 -3.968 1.708 1.276
N3 -5.107 1.017 1.713
C31 -6.214 1.845 2.179
C32 -7.251 0.985 2.887
O2 -7.706 -0.059 2.018
C33 -6.647 -0.948 1.656
C34 -5.445 -0.238 1.027
C35 -2.710 1.076 1.160
C36 -1.582 1.828 0.839
C37 -3.527 7.712 -2.064
C38 -4.554 8.413 -2.719
H1 -5.143 10.259 -3.670
H2 -2.908 11.327 -3.345
H3 -1.069 10.065 -2.233
H4 -0.567 8.122 -0.576
H5 1.616 8.064 -1.494
H6 3.160 7.405 -3.341
H7 2.267 6.192 -5.337
H8 -0.183 5.687 -5.490
H9 -1.694 6.344 -3.632
H10 -2.027 5.505 -1.134
H11 -2.221 7.913 0.725
H12 -3.429 6.697 0.641
H13 -1.699 7.099 2.745
H14 -2.303 5.451 2.413
H15 0.338 6.794 1.589
H16 0.178 5.178 2.294
H17 0.498 5.661 -0.261
H18 -0.238 3.651 -0.944
H19 0.068 3.040 2.741
H20 2.072 2.066 3.792
H21 4.316 2.578 4.376
H22 4.050 0.814 4.499
H23 6.692 2.261 3.977
H24 6.255 1.267 5.422
H25 7.197 0.887 1.911
H26 6.809 -0.869 2.098
H27 4.511 -0.505 2.021
H28 5.118 0.637 0.787
H29 4.144 2.290 0.002
H30 2.165 3.388 -1.014
H31 -3.067 4.836 0.385
H32 -4.979 3.626 1.102
H33 -6.708 2.366 1.338
H34 -5.817 2.585 2.885
H35 -6.808 0.587 3.823
H36 -8.153 1.580 3.096
H37 -7.117 -1.613 0.919
H38 -6.300 -1.525 2.535
H39 -5.707 -0.051 -0.038
H40 -4.566 -0.896 1.050
H41 -2.621 0.017 1.386
H42 -0.615 1.332 0.792
H43 -3.716 6.697 -1.706
H44 -5.514 7.918 -2.863

Atomic forces in eV per Å
0.2 -0.2 0.1
0.2 -0.3 0.2
-0.1 -0.1 0.0
-0.1 -0.3 0.2
0.7 0.8 -0.4
-0.2 0.2 -0.1
-0.1 -0.3 -0.1
-0.1 0.0 -0.1
-0.1 0.0 0.2
-0.1 0.1 0.3
0.4 -0.3 -0.4
-0.2 0.1 0.5
-0.3 0.6 0.5
-0.7 0.0 0.1
0.6 0.7 -0.3
0.0 1.5 0.2
0.9 -1.8 -0.7
-0.3 0.2 0.1
0.3 0.2 0.3
-0.2 0.0 -0.3
0.1 0.1 0.0
-0.3 0.7 -0.3
-0.2 -0.5 -0.2
0.3 -0.4 -0.1
-0.4 0.5 -0.4
0.3 0.2 0.3
-0.2 -0.6 0.2
-0.4 0.2 0.4
-0.1 -0.2 0.2
-0.6 -0.5 -0.2
-0.1 -0.1 0.4
0.3 -0.4 -0.1
-0.1 0.2 0.2
0.3 0.0 0.2
-0.3 -0.2 -0.3
-0.2 -0.2 -0.3
0.8 0.2 0.3
-0.2 0.0 0.4
-0.3 0.3 -0.6
-0.1 0.6 -0.1
-0.1 -0.1 0.1
0.0 0.2 -0.2
0.3 -0.1 0.3
0.3 -0.2 0.1
0.0 -0.4 0.2
-0.4 -0.2 -0.1
0.0 -0.1 -0.2
-0.1 -0.3 -0.2
-0.3 -0.1 -0.1
-0.1 0.1 0.2
0.2 0.2 0.2
0.4 -0.1 0.0
-0.1 0.2 0.2
0.1 -0.5 -0.3
0.5 -0.3 0.0
0.0 -0.3 0.1
0.4 0.2 0.0
-0.3 -0.3 0.1
-0.2 0.1 -0.3
0.0 0.1 0.0
-0.1 0.4 0.3
0.5 -0.2 -0.3
0.0 0.2 -0.5
0.0 -0.1 -0.1
0.0 0.1 0.0
-0.1 -0.3 0.1
-0.2 0.3 -0.3
-0.1 -0.2 0.3
-0.1 0.4 -0.2
-0.1 0.4 -0.1
0.0 -0.2 0.2
-0.3 0.2 0.0
0.0 -0.1 0.3
0.0 -0.4 0.1
0.3 -0.2 -0.2
0.1 0.0 0.2
-0.1 -0.1 -0.2
-0.3 0.0 -0.4
0.4 -0.2 0.2
0.4 0.0 0.3
-0.3 0.2 -0.2
0.3 0.1 0.4
-0.4 0.1 0.0
0.1 0.2 -0.1
-0.2 0.0 0.0
-0.1 0.3 -0.2
0.2 0.2 0.0

How positive or negative is each atom? The Mulliken charges in e answer that: C -0.497; C -0.801; C -0.424; C -0.063; C 0.517; C -0.207; C 0.127; C -0.801; C -0.506; C -0.819; C -0.285; C -1.634; C -1.105; C -0.790; C -0.353; N 0.307; C 0.405; C -0.709; C 0.298; C -1.048; C 0.545; N 0.170; C -0.665; C -0.798; O -0.355; C -0.654; C -0.376; C -0.851; C -0.725; C 0.272; C -0.079; C -0.991; C 0.882; N 0.137; C -0.655; C -0.812; O -0.358; C -0.662; C -0.378; C -1.170; C -1.008; C 0.305; C -0.989; H 0.401; H 0.394; H 0.386; H 0.783; H 0.449; H 0.426; H 0.424; H 0.424; H 0.407; H 0.786; H 0.590; H 0.450; H 0.490; H 0.224; H 0.510; H 0.485; H 0.547; H 0.671; H 0.527; H 0.413; H 0.472; H 0.366; H 0.355; H 0.353; H 0.336; H 0.326; H 0.244; H 0.246; H 0.388; H 0.505; H 0.317; H 0.452; H 0.341; H 0.509; H 0.361; H 0.364; H 0.317; H 0.336; H 0.276; H 0.239; H 0.371; H 0.514; H 0.419; H 0.410